{
  "formula": "C45H61N7PbS2Sb2",
  "method": "wB97M-V/def2-TZVPD",
  "species": ["Pb", "S", "C", "C", "C", "C", "C", "C", "S", "H", "H", "H", "H", "C", "Sb", "C", "C", "C", "C", "C", "C", "C", "C", "C", "Sb", "C", "C", "H", "H", "H", "H", "H", "H", "H", "H", "H", "H", "H", "H", "H", "H", "H", "H", "H", "H", "H", "H", "C", "C", "C", "C", "N", "H", "H", "H", "H", "H", "H", "H", "H", "H", "C", "C", "C", "C", "C", "C", "C", "C", "C", "C", "C", "C", "N", "H", "H", "H", "H", "H", "H", "H", "H", "H", "H", "H", "H", "H", "H", "H", "H", "H", "C", "C", "N", "C", "C", "N", "C", "N", "N", "N", "C", "C", "C", "C", "C", "C", "H", "H", "H", "H", "H", "H", "H", "H", "H", "H", "H"],
  "positions_angstrom": [[1.19518, -0.44563, 0.10806], [0.11772, -0.21540, 2.69075], [1.27964, 0.70394, 3.62018], [1.14269, 0.63827, 5.02225], [1.91085, 1.39892, 5.87957], [2.88214, 2.25425, 5.37123], [3.05944, 2.31193, 4.00034], [2.28766, 1.55641, 3.11679], [2.70127, 1.81136, 1.36487], [0.37351, -0.01488, 5.41423], [1.74943, 1.33147, 6.95032], [3.48691, 2.86443, 6.03223], [3.80645, 2.97383, 3.57499], [-5.51195, -0.23146, -0.03558], [-3.49077, 0.63871, -0.02250], [-3.83023, 1.27581, 2.01700], [-4.26978, 2.54093, -0.91890], [-4.34444, 3.61757, 0.08727], [-5.51481, 3.73228, 0.84300], [-5.65007, 4.65442, 1.86551], [-4.60302, 5.51621, 2.14198], [-3.44687, 5.44487, 1.38371], [-3.27291, 4.51303, 0.35585], [-1.98154, 4.55056, -0.39150], [-0.34896, 3.11611, 0.18338], [-0.27735, 3.94943, 2.18523], [1.11297, 4.55293, -0.54520], [-6.22797, 0.45445, 0.42073], [-5.50374, -1.16546, 0.52755], [-5.81937, -0.44748, -1.05987], [-4.75353, 1.84486, 2.11625], [-2.99153, 1.88353, 2.34940], [-3.86561, 0.38804, 2.64525], [-5.24968, 2.27067, -1.31154], [-3.61059, 2.77962, -1.75148], [-6.33790, 3.06006, 0.62312], [-6.56488, 4.69843, 2.44521], [-4.68808, 6.24695, 2.93785], [-2.64239, 6.14436, 1.58359], [-1.52446, 5.53242, -0.26395], [-2.12043, 4.36670, -1.45753], [-0.35969, 5.03640, 2.15088], [0.67138, 3.66247, 2.63542], [-1.08891, 3.54378, 2.78746], [0.93523, 5.53430, -0.10406], [1.04419, 4.61812, -1.63105], [2.10554, 4.20095, -0.27125], [5.66308, 1.18592, 0.68495], [4.68916, 0.02873, 0.96394], [4.96996, -1.11715, -0.01318], [4.91429, -0.46436, 2.40509], [3.30292, 0.40376, 0.72364], [6.70031, 0.83688, 0.68576], [5.55298, 1.95933, 1.44659], [5.43378, 1.63281, -0.28457], [6.00057, -1.46932, 0.07860], [4.79106, -0.78017, -1.03616], [4.28763, -1.94593, 0.19150], [5.91445, -0.89605, 2.51848], [4.16900, -1.22138, 2.65626], [4.81330, 0.36822, 3.10133], [-2.45021, -1.10497, -3.73133], [-1.54040, -2.31078, -3.46057], [-1.69848, -2.79063, -2.01473], [-0.10987, -1.91848, -3.80124], [0.52507, -2.63002, -4.80023], [1.77130, -2.26076, -5.31214], [2.26999, -1.01830, -4.90918], [1.67469, -0.24781, -3.92907], [2.08875, 1.21663, -3.86020], [2.62744, 1.70681, -2.51866], [0.89382, 2.08445, -4.28316], [0.53482, -0.76113, -3.14518], [0.08507, -0.23030, -2.03139], [-3.50885, -1.35582, -3.59590], [-2.29445, -0.74366, -4.74970], [-2.17265, -0.31204, -3.03364], [-1.83339, -3.12986, -4.13334], [-1.21547, -2.06433, -1.36142], [-1.22136, -3.76758, -1.87743], [-2.75753, -2.87308, -1.74061], [0.02635, -3.51068, -5.21090], [2.28597, -2.86808, -6.04815], [3.15265, -0.62086, -5.41146], [2.88775, 1.35858, -4.60168], [1.82951, 1.71048, -1.78094], [3.02643, 2.72502, -2.61219], [3.42766, 1.06215, -2.15235], [0.08181, 1.95762, -3.56368], [0.53905, 1.77037, -5.26766], [1.17402, 3.14341, -4.33186], [2.43152, -3.41486, -2.01639], [1.53036, -3.80424, -0.90592], [1.13517, -3.01712, 0.06777], [0.30871, -3.74340, 0.88397], [0.19697, -5.00488, 0.39808], [0.97515, -5.04527, -0.74662], [1.10416, -6.17979, -1.63387], [2.42852, -6.73796, -1.68641], [3.24682, -6.52182, -2.75693], [4.39180, -7.03538, -2.52086], [4.38241, -7.59758, -1.27746], [5.36972, -8.27285, -0.55652], [5.02996, -8.73217, 0.70021], [3.75220, -8.54852, 1.24040], [2.75839, -7.88781, 0.53683], [3.10740, -7.41145, -0.71875], [2.74980, -2.38497, -1.87340], [1.91374, -3.46996, -2.97754], [3.30133, -4.06693, -2.07138], [-0.15295, -3.28539, 1.74444], [-0.33484, -5.86615, 0.76518], [0.84715, -5.88350, -2.65287], [0.40674, -6.93933, -1.27907], [6.35870, -8.41112, -0.97008], [5.77672, -9.25406, 1.28556], [3.53756, -8.91425, 2.23581], [1.76858, -7.75055, 0.95064]],
  "atomic_forces_ev_per_a": [[-0.9266, 0.4686, -1.6450], [-0.3336, 0.1170, 0.5644], [-0.1602, -0.0029, 0.0978], [0.1081, 0.0741, 0.0211], [0.0344, -0.0571, 0.0326], [0.0436, 0.1112, 0.0394], [-0.0668, 0.0638, 0.0652], [0.2153, 0.0023, -0.2221], [-0.0329, 0.0658, 0.4175], [-0.0059, -0.0054, 0.0064], [-0.0052, -0.0132, 0.0073], [0.0073, 0.0038, -0.0075], [0.0462, -0.0392, 0.0148], [0.2476, -0.0017, -0.1472], [-0.5648, 0.1484, 0.1614], [0.2319, -0.0459, -0.0801], [0.5259, -0.4241, -0.1334], [0.1014, 0.5136, 0.1843], [0.0267, 0.1323, -0.0702], [-0.1266, 0.0186, 0.0389], [0.0287, 0.0658, 0.0603], [-0.0184, -0.0260, 0.0315], [-0.2026, -0.0947, 0.0549], [-0.0208, -0.3517, -0.1338], [-0.2530, 0.5543, 0.2455], [-0.0038, -0.1861, -0.1562], [-0.1126, -0.2607, -0.0694], [0.0617, 0.0381, 0.0098], [0.0021, -0.0086, 0.0080], [-0.0005, -0.0154, -0.0012], [0.0576, -0.1169, -0.0261], [0.0603, 0.0643, 0.0749], [0.0314, -0.1078, 0.0260], [-0.0218, 0.0444, 0.0287], [0.0270, -0.0088, -0.0173], [0.0175, -0.0298, -0.0213], [-0.0134, -0.0077, -0.0243], [0.0152, 0.0037, -0.0084], [0.0269, -0.0406, 0.0051], [0.0336, -0.0069, -0.0589], [-0.0431, 0.0432, -0.0718], [0.0173, 0.0222, -0.0623], [0.0038, 0.0081, 0.0810], [-0.0022, -0.0332, 0.0380], [-0.0856, -0.0207, 0.0511], [0.0286, -0.0073, -0.0230], [0.0252, -0.0206, -0.0254], [-0.1035, -0.0993, -0.0338], [0.2208, 0.1015, 0.1345], [-0.1109, 0.1417, 0.0731], [0.0187, 0.0141, -0.2075], [0.3645, 0.0612, 0.1688], [0.0157, -0.0010, 0.0223], [0.0234, 0.0392, -0.0186], [0.0381, -0.0185, -0.0346], [0.0064, -0.0423, -0.0098], [0.0390, -0.0141, -0.0318], [0.0224, -0.0541, 0.0058], [0.0330, -0.0002, 0.0317], [-0.0157, -0.0021, 0.0261], [-0.0346, -0.0468, 0.0788], [-0.0728, -0.1299, 0.1201], [0.2391, 0.3950, 0.1766], [-0.0991, -0.0700, -0.0683], [-0.1364, -0.4045, -0.2571], [-0.0243, 0.0070, 0.1572], [0.1531, -0.1917, -0.1928], [0.0512, -0.0024, 0.2241], [0.1561, 0.0811, -0.3204], [-0.2562, -0.1024, 0.2335], [0.1589, 0.0911, -0.1025], [0.1528, 0.0410, -0.0717], [-0.2765, 0.1017, 0.3996], [0.5611, -0.0259, 0.0511], [-0.0393, -0.0060, 0.0148], [-0.0620, 0.0163, -0.0230], [0.0151, 0.0551, -0.0145], [0.0300, 0.0668, -0.0324], [-0.0463, 0.0467, -0.0004], [-0.0313, -0.0303, 0.0248], [-0.0147, -0.1054, 0.0249], [-0.0226, 0.0037, 0.0161], [-0.0338, 0.0370, -0.0527], [-0.0095, 0.0264, -0.0069], [-0.0633, -0.0697, -0.0227], [-0.0428, -0.0076, 0.0650], [0.0158, 0.0191, -0.0036], [0.0038, -0.0212, 0.0769], [0.0057, -0.0323, 0.0292], [-0.0410, 0.0475, -0.0012], [-0.0328, 0.0340, 0.0335], [-0.0880, -0.1461, -0.0643], [-0.1548, 0.1544, 0.1037], [0.3565, -0.6434, -0.0755], [-0.0501, -0.0876, -0.0880], [-0.0463, -0.0519, 0.2467], [0.2506, -0.1651, -0.0751], [-0.3545, 0.4876, -0.1197], [0.4334, -0.0117, -0.0980], [-0.2463, -0.1970, 0.3589], [0.0919, 0.2095, -0.5578], [-0.4052, -0.1995, 0.7307], [-0.0973, 0.0409, 0.0503], [0.4829, -0.1000, -0.2005], [-0.5381, 0.2680, -0.1430], [0.1141, -0.2458, 0.4856], [0.2921, 0.0787, -0.4771], [-0.0159, 0.0148, -0.0579], [0.0128, 0.0999, -0.0373], [0.1371, 0.0308, 0.0658], [0.0136, -0.0483, 0.0508], [-0.0563, -0.0266, -0.1035], [0.0384, -0.0634, 0.0255], [0.0188, -0.0109, -0.1089], [0.0200, -0.0253, -0.0016], [-0.0147, 0.0195, 0.0241], [0.0003, -0.0414, -0.0098], [0.0252, 0.0803, 0.0329]],
  "total_energy_ha": -3604.24946,
  "lumo_ev": 3.4,
  "multiplicity": 1,
  "homo_energy_ha": 0.010,
  "charge": -2
}